i.
18
Properties=species:S:1:pos:R:3:nbo_charge:R:1 method="wB97M-V/def2-TZVPD" total_charge=+1 s2=0.754 multiplicity=2
C -2.26 -1.44 0.31 -0.6312
C -1.75 -1.28 -1.11 -0.2960
N -0.94 -0.10 -1.30 -0.2502
H -2.46 -0.46 0.74 0.2272
H -3.16 -2.03 0.45 0.2749
H -1.54 -1.95 0.96 0.2527
H -1.28 -2.16 -1.54 0.2633
H -2.61 -1.04 -1.77 0.3114
H -1.02 0.56 -0.52 0.4175
H 0.04 -0.28 -1.56 0.4238
C 1.56 1.15 1.48 -0.4432
C 2.86 1.58 -0.37 -0.0738
N 2.09 2.08 0.50 -0.3776
H 0.49 0.94 1.34 0.1583
H 1.74 1.51 2.49 0.2373
H 1.99 0.13 1.40 0.1661
H 3.24 2.28 -1.11 0.1994
H 3.02 0.50 -0.39 0.1402

ii.
18
Properties=species:S:1:pos:R:3:nbo_charge:R:1 method="wB97M-V/def2-TZVPD" total_charge=+1 s2=0.771 multiplicity=2
C -2.46 -2.60 1.69 -0.6411
C -1.91 -1.74 0.64 -0.2081
N -2.58 -0.70 -0.22 -0.8119
H -1.78 -2.98 2.48 0.2268
H -2.75 -3.56 1.44 0.2137
H -3.35 -2.26 2.28 0.2194
H -1.16 -2.17 0.16 0.1854
H -1.14 -1.15 1.28 0.1211
H -3.24 -0.13 0.31 0.3583
H -1.78 -0.08 -0.43 0.3367
C 3.15 1.42 -2.08 -0.1507
C 2.85 1.83 -0.81 0.1000
N 2.56 3.21 -0.46 -0.6446
H 2.43 1.68 -2.96 0.2652
H 3.77 0.53 -2.20 0.2432
H 2.97 1.01 -0.09 0.2756
H 2.67 4.11 -1.15 0.4543
H 1.75 3.58 0.13 0.4568

Relative to the most stable one, in hartree, the structures come out at i 0.0000; ii 0.0695.

i.
16
Properties=species:S:1:pos:R:3:nbo_charge:R:1 method="wB97M-V/def2-TZVPD" total_charge=+1 smiles="NC1=N[N@H+](N)N=CC1"
C -0.67 -1.65 0.04 0.1834
C -0.23 0.72 -0.50 0.4748
C -0.78 -0.52 -1.07 -0.5548
N -0.12 -1.44 1.19 -0.3082
N 0.11 0.90 0.75 -0.3773
N -0.27 1.83 -1.32 -0.7766
N 1.49 -0.26 2.19 -0.6026
N 0.16 -0.13 1.69 0.0429
H -1.04 -2.69 0.04 0.2595
H -0.20 -0.92 -1.86 0.2784
H -1.85 -0.36 -1.27 0.2812
H -0.70 1.84 -2.28 0.4384
H 0.27 2.64 -0.92 0.4391
H 1.59 -0.13 3.12 0.3766
H 1.80 -1.20 2.03 0.3914
H -0.47 -0.01 2.59 0.4538

ii.
16
Properties=species:S:1:pos:R:3:nbo_charge:R:1 method="wB97M-V/def2-TZVPD" total_charge=+1 smiles="NN1C=NCC(=[NH2+])N1"
C -0.61 -0.72 -1.36 0.2366
C -0.17 0.31 1.07 0.5153
C -1.59 -0.31 0.71 -0.2973
N -1.52 -1.01 -0.54 -0.4143
N 0.41 0.21 -1.21 -0.1232
N 0.72 0.51 0.12 -0.3535
N 0.10 0.60 2.35 -0.7405
N 1.61 0.27 -2.06 -0.7067
H -0.77 -1.27 -2.36 0.2472
H -1.72 -1.05 1.60 0.2326
H -2.44 0.32 0.58 0.2651
H 1.74 0.74 0.31 0.4559
H -0.56 0.27 3.07 0.4332
H 1.07 0.49 2.71 0.4200
H 2.30 -0.44 -2.25 0.4139
H 1.44 1.07 -2.74 0.4154

Relative to the most stable one, in hartree, the structures come out at i 0.0399; ii 0.0000.

i.
9
Properties=species:S:1:pos:R:3:nbo_charge:R:1 method="wB97M-V/def2-TZVPD" total_charge=0 smiles=C#CCSS
C -0.78 1.89 1.19 -0.2175
C -0.69 0.95 0.46 -0.0501
C -0.56 0.00 -0.62 -0.5557
S 1.98 -1.90 -0.78 -0.0888
S 0.05 -1.81 -0.33 0.0394
H -0.89 2.63 2.08 0.2612
H 0.13 0.25 -1.38 0.2451
H -1.50 -0.29 -1.09 0.2458
H 2.27 -1.72 0.47 0.1206

ii.
9
Properties=species:S:1:pos:R:3:nbo_charge:R:1 method="wB97M-V/def2-TZVPD" total_charge=0 smiles="S=C[C@H]1CS1"
C 0.73 -0.16 -0.42 -0.2587
C -0.38 -0.03 0.59 -0.4603
C -1.26 1.17 -0.13 -0.5262
H 0.34 -0.76 -1.50 0.2395
H -0.22 -0.06 1.60 0.2447
H -0.82 1.97 -1.07 0.2725
H -1.60 1.76 0.73 0.2280
S 2.36 -0.03 0.05 -0.0122
S -1.87 -0.52 -0.05 0.2728

iii.
9
Properties=species:S:1:pos:R:3:nbo_charge:R:1 method="wB97M-V/def2-TZVPD" total_charge=0
C -0.97 -0.59 0.89 -0.4880
C 1.07 0.59 -0.57 -0.5703
C 0.08 -0.36 -0.09 0.0146
S -0.88 -1.65 -0.61 0.3473
S -0.13 1.77 -1.34 -0.2606
H -0.71 -1.10 1.81 0.2300
H -1.82 0.08 0.98 0.2534
H 1.61 1.08 0.24 0.2376
H 1.75 0.17 -1.31 0.2360

iv.
9
Properties=species:S:1:pos:R:3:nbo_charge:R:1 method="wB97M-V/def2-TZVPD" total_charge=0
C 0.66 0.44 1.11 -0.3515
C -0.41 -0.58 -0.93 -0.6869
C -0.42 0.42 0.15 0.0027
S 0.74 1.68 2.26 0.1057
S 0.12 -2.29 -0.58 -0.1419
H 1.47 -0.18 1.02 0.2234
H -1.44 -0.66 -1.54 0.2864
H 0.40 -0.13 -1.57 0.3288
H -1.13 1.30 0.08 0.2333

Relative to the most stable one, in hartree, the structures come out at i 0.0000; ii 0.0388; iii 0.0141; iv 0.0702.

i.
9
Properties=species:S:1:pos:R:3:nbo_charge:R:1 method="wB97M-V/def2-TZVPD" total_charge=0
C -2.13 -1.12 0.19 -0.4587
C 1.47 1.26 -0.16 -0.5568
C 1.35 0.09 0.79 -0.2306
S -0.55 -0.97 -0.36 0.1542
S 2.64 -0.16 -0.24 0.2444
H -2.61 -2.01 -0.16 0.2024
H -2.63 -0.38 0.92 0.2165
H 0.73 1.11 -1.04 0.2180
H 1.73 2.19 0.06 0.2106

ii.
9
Properties=species:S:1:pos:R:3:nbo_charge:R:1 method="wB97M-V/def2-TZVPD" total_charge=0 smiles="S=C[C@H]1CS1"
C -0.98 0.79 -0.41 -0.2388
C 0.56 0.86 -0.09 -0.4331
C 1.22 0.13 1.09 -0.5246
H -1.19 1.59 -1.06 0.1885
H 1.00 1.82 -0.18 0.2200
H 0.53 -0.39 1.80 0.2373
H 1.99 0.70 1.55 0.2192
S -1.97 -0.39 0.12 0.0735
S 1.53 -0.51 -0.47 0.2581

Relative to the most stable one, in hartree, the structures come out at i 0.1317; ii 0.0000.